(1)
The following is a DFT calculation (ωB97M-V/def2-TZVPD) of a structure of composition C19H19NO5 at a distorted geometry.

Calculated values
max |F| = 0.3608 Eh/bohr
energy relative to the best compared isomer or geometry (same formula, charge and spin) = 373.2 kcal/mol
LUMO level = 0.4 eV
HOMO level = -8.3 eV
HOMO-LUMO gap = 0.3187 Eh

Atoms and positions in Å:
O  -1.635188  -2.114731  3.661522
C  -0.634940  -2.032046  3.247517
N  -0.356232  -2.514788  1.964767
H  0.692388  -2.250636  1.686684
C  -1.162163  -2.582612  0.888356
C  -2.493007  -2.431855  0.920482
H  -2.931128  -3.152569  0.305166
H  -3.022851  -2.502210  1.931626
C  -2.811000  -1.025730  0.303588
H  -2.608939  -0.303979  1.195727
H  -3.723366  -1.035554  -0.330974
O  -1.772704  -0.884000  -0.715009
C  -0.736676  -1.643659  -0.270981
O  0.306987  -1.941165  -1.039930
H  -0.976489  -3.731082  0.502092
C  0.736012  -1.353086  3.814173
O  1.627669  -0.666642  3.113320
C  1.149369  0.262987  2.146057
C  1.750797  0.495259  1.122469
C  1.571997  1.455728  0.102803
C  0.170434  2.212099  0.236961
C  -0.459815  1.721644  1.185492
C  -0.187655  0.760238  2.206093
H  -0.711560  0.539921  3.002329
H  -1.825327  2.289188  1.344212
O  -0.307054  3.011802  -0.537071
C  0.560758  3.538708  -1.624258
C  0.589949  2.157821  -2.769329
C  1.920105  2.304246  -3.619816
C  2.051859  1.239458  -4.425595
C  0.993800  0.145739  -4.571952
C  -0.095892  0.282828  -3.677810
C  -0.209357  1.166962  -2.771309
H  -1.012120  1.314137  -2.054690
H  -0.661449  -0.573050  -3.690682
H  1.181674  -0.785996  -5.299839
H  2.675892  1.347411  -5.106758
H  2.716665  2.970245  -3.548358
H  -0.102160  4.171974  -2.253924
H  1.510455  3.760383  -1.610866
H  2.297773  1.693730  -0.558846
H  3.045948  0.009556  0.837364
H  1.215769  -2.082591  4.308630
H  0.310061  -0.546405  4.658146

Forces on the atoms, in the same order (eV/Å):
-12.8 -0.4 7.3
13.7 1.5 -7.9
6.7 2.1 2.7
-3.0 -1.0 0.6
5.7 -4.4 -4.0
-8.9 2.5 2.3
-1.0 -1.0 -1.0
0.9 0.0 -1.4
0.6 -0.4 1.0
-1.0 -0.4 -2.1
0.2 0.6 1.3
1.5 -0.4 1.6
4.6 -3.0 -6.0
-5.3 2.5 4.5
-0.1 2.7 0.0
-5.9 3.5 3.6
1.6 1.2 -3.8
-8.3 -3.5 10.2
13.1 2.5 -12.9
-6.4 0.6 4.0
11.6 -4.9 -2.0
-10.7 -2.5 9.7
5.1 2.1 -4.8
-3.3 -0.7 3.6
4.2 -1.7 -0.6
-1.0 7.4 -6.1
-8.4 -5.8 -4.1
8.9 8.9 1.2
-5.9 -3.1 2.6
-7.5 -3.1 3.0
1.7 1.7 0.7
3.4 -6.7 -6.8
-3.8 3.4 4.7
-0.3 -0.9 -0.1
-2.0 -1.7 0.1
-0.7 2.5 1.9
6.4 0.0 -6.0
0.7 1.6 0.4
0.7 0.2 1.2
4.9 1.5 1.7
1.9 0.5 -2.1
-4.2 1.0 1.5
1.8 -2.6 2.0
0.6 -2.3 -1.5

(2)
The following is a DFT calculation (ωB97M-V/def2-TZVPD) of the molecule C19H19NO6 at a distorted geometry.

Calculated values
max |F| = 0.0650 Eh/bohr
energy relative to the best compared isomer or geometry (same formula, charge and spin) = 136.5 kcal/mol
structure (SMILES) = CCOC(=O)[C@H](C(=O)c1ccc([N+](=O)[O-])cc1)[C@@H](OC)c1ccccc1
LUMO level = -1.0 eV
HOMO level = -8.9 eV
HOMO-LUMO gap = 0.2899 Eh

Atoms and positions in Å:
C  -3.976602  2.642086  -1.637844
C  -2.495556  2.401972  -1.528907
O  -2.251938  1.379011  -0.524569
C  -0.960531  0.981218  -0.583847
O  -0.242177  1.313307  -1.506936
C  -0.453846  0.031893  0.506584
C  1.074471  -0.242079  0.370488
O  1.574668  -1.293089  0.771007
C  2.067703  0.764021  -0.146874
C  2.060046  2.131596  0.148853
C  3.085607  2.957367  -0.310076
C  4.162465  2.408535  -1.026496
N  5.139543  3.269049  -1.613166
O  6.083941  2.764757  -2.261790
O  5.008919  4.506306  -1.470362
C  4.241188  1.018267  -1.218675
C  3.202954  0.212568  -0.781276
C  -1.417398  -1.139575  0.592100
O  -1.943415  -1.596530  -0.658991
C  -3.373932  -1.395249  -0.848942
C  -0.876997  -2.343253  1.348624
C  -0.797218  -2.228050  2.740399
C  -0.224132  -3.243731  3.500740
C  0.303737  -4.370610  2.871387
C  0.193865  -4.510980  1.488270
C  -0.403562  -3.500601  0.729239
H  -4.125489  3.437572  -2.374879
H  -4.483862  1.737913  -1.995606
H  -4.410113  2.961545  -0.682924
H  -2.078476  2.063667  -2.488168
H  -1.943340  3.300806  -1.204572
H  -0.500577  0.608216  1.450810
H  1.265071  2.543968  0.770989
H  3.083863  4.024468  -0.109823
H  5.115569  0.598950  -1.706257
H  3.279546  -0.867724  -0.897873
H  -2.280231  -0.763262  1.184129
H  -3.688847  -1.888044  -1.779878
H  -4.002135  -1.777292  -0.023545
H  -3.557992  -0.321321  -0.949180
H  -1.154286  -1.303080  3.193141
H  -0.195505  -3.151102  4.583909
H  0.779629  -5.154655  3.458543
H  0.565335  -5.404207  0.979387
H  -0.449962  -3.564627  -0.357142

Forces on the atoms, in the same order (eV/Å):
-0.1 0.0 0.1
0.0 0.2 -0.2
1.1 0.1 0.3
0.8 -0.1 -1.4
-0.4 -0.2 0.9
0.5 1.3 -0.4
0.7 -1.7 0.5
-1.2 1.5 -0.6
0.9 0.2 0.0
0.1 -0.2 -0.1
0.4 -0.1 -0.1
-1.6 -1.2 0.6
2.3 2.1 -1.2
-1.9 0.7 1.3
0.1 -2.3 -0.1
0.0 0.6 -0.1
-0.2 0.2 0.2
-1.6 -1.4 0.6
-0.5 0.5 -0.3
0.5 0.3 0.1
0.3 0.0 0.7
0.1 -0.2 -0.4
0.0 0.1 -0.1
-0.2 -0.1 -0.1
-0.2 0.3 -0.2
0.0 0.2 0.0
-0.1 -0.1 0.1
0.0 0.2 0.1
0.0 -0.1 -0.2
-0.2 0.2 0.4
-0.2 -0.3 -0.2
-0.2 -0.3 -0.1
0.1 0.0 -0.3
-0.1 -0.2 -0.1
-0.2 0.1 0.0
-0.1 0.3 0.0
0.4 -0.1 -0.2
0.4 0.0 0.3
0.5 -0.1 -0.1
-0.1 -0.3 0.0
0.0 -0.3 0.2
0.1 0.0 -0.2
-0.1 0.2 -0.1
0.0 0.3 0.3
-0.1 -0.1 0.3

(3)
The following is a DFT calculation (ωB97M-V/def2-TZVPD) of the molecule C19H19NO6S.

Calculated values
max |F| = 0.0149 Eh/bohr
energy relative to the best compared isomer or geometry (same formula, charge and spin) = 13.6 kcal/mol
structure (SMILES) = O=C(COC(=O)c1ccccc1Oc1ccccc1)N[C@H]1CCS(=O)(=O)C1
LUMO level = 0.3 eV
HOMO level = -8.4 eV
HOMO-LUMO gap = 0.3218 Eh

Atoms and positions in Å:
O  -2.613390  2.915232  -0.152749
C  -2.254406  1.954650  0.487472
C  -2.995549  0.617714  0.412124
O  -2.186973  -0.518621  0.673947
C  -1.060220  -0.619360  -0.064360
O  -0.744756  0.245499  -0.850231
C  -0.277608  -1.824052  0.253118
C  -0.635602  -2.609121  1.350793
C  0.159506  -3.652467  1.772533
C  1.349136  -3.921229  1.111262
C  1.710450  -3.174513  0.009484
C  0.902402  -2.134922  -0.445929
O  1.360067  -1.448959  -1.527971
C  0.539515  -1.188287  -2.596662
C  0.911332  -0.144850  -3.437021
C  0.166567  0.125143  -4.567969
C  -0.945827  -0.641597  -4.873754
C  -1.303533  -1.689726  -4.044334
C  -0.563788  -1.972590  -2.910550
N  -1.237875  1.984867  1.385660
C  -0.206923  2.995378  1.268435
C  0.241918  3.496317  2.652234
C  1.071221  2.413598  3.323503
S  1.614440  1.328670  1.945846
O  3.039237  1.165954  1.938898
O  0.813629  0.127913  1.998906
C  1.015349  2.389256  0.597410
H  -3.791104  0.591033  1.160358
H  -3.433502  0.549522  -0.589821
H  -1.543841  -2.368809  1.879439
H  -0.133616  -4.244690  2.625777
H  1.990763  -4.720667  1.450435
H  2.626415  -3.374541  -0.524791
H  1.777243  0.444497  -3.180154
H  0.452946  0.943067  -5.212142
H  -1.530841  -0.423768  -5.754391
H  -2.164327  -2.298606  -4.279905
H  -0.841131  -2.796933  -2.268077
H  -0.915427  1.103026  1.772666
H  -0.643478  3.810519  0.680908
H  0.837957  4.398757  2.510888
H  -0.633617  3.757276  3.246829
H  0.495013  1.791637  4.000898
H  1.957358  2.788298  3.823061
H  1.786132  3.115127  0.362352
H  0.761378  1.780897  -0.266350

Forces on the atoms, in the same order (eV/Å):
-0.2 0.1 -0.3
-0.2 -0.3 0.3
-0.3 0.4 -0.5
0.1 -0.2 0.3
0.1 0.4 -0.3
-0.2 -0.3 0.2
0.2 -0.2 -0.1
0.0 0.0 -0.2
0.0 -0.1 0.1
-0.1 0.1 0.0
0.0 0.2 -0.2
-0.3 -0.3 0.4
0.2 0.3 0.1
-0.2 -0.1 -0.7
0.1 -0.2 0.3
0.0 0.0 0.0
-0.1 0.0 -0.1
0.0 0.1 0.0
0.3 -0.1 0.2
0.0 -0.1 0.4
-0.5 0.6 -0.1
-0.3 0.3 -0.1
0.2 -0.3 -0.6
0.7 0.3 0.2
0.2 0.2 -0.1
-0.3 -0.1 0.0
0.1 -0.4 0.6
0.1 0.0 -0.1
0.1 0.1 0.2
0.0 0.0 0.0
0.0 0.0 0.1
0.1 -0.1 0.0
0.1 0.0 -0.1
0.1 0.1 0.0
0.0 0.1 0.0
0.0 0.0 -0.1
-0.1 0.0 0.0
0.0 0.0 0.0
-0.3 0.0 -0.1
0.2 -0.2 0.1
0.0 0.0 0.0
0.1 0.0 0.0
0.0 -0.1 0.0
0.1 0.0 0.0
0.1 0.1 0.1
0.1 -0.1 0.0

(4)
The following is a DFT calculation (ωB97M-V/def2-TZVPD) of a structure of composition C19H20AgN4.

Calculated values
max |F| = 0.0082 Eh/bohr
total charge = +1
LUMO level = -2.5 eV
HOMO level = -11.5 eV
HOMO-LUMO gap = 0.3317 Eh

Atoms and positions in Å:
Ag  -0.006200  -0.670500  0.075200
C  1.059900  2.384600  -0.285000
C  2.284300  2.014400  0.551200
C  2.956300  0.697300  0.250700
C  4.305900  0.569200  0.574800
C  4.950700  -0.636000  0.375100
C  4.237200  -1.691000  -0.174300
C  2.906300  -1.480200  -0.481200
N  2.271300  -0.321400  -0.273000
N  -0.202000  1.775400  0.140600
C  -0.605200  2.183200  1.487100
C  -0.131200  1.299800  2.619900
C  -0.138000  1.804900  3.918800
C  0.191300  0.971000  4.971400
C  0.547100  -0.341100  4.695800
C  0.546500  -0.756200  3.376700
N  0.203100  0.036600  2.365300
C  -1.248200  2.115900  -0.820600
C  -2.422000  1.168300  -0.797600
C  -3.622400  1.545500  -1.392900
C  -4.694900  0.672300  -1.357700
C  -4.538300  -0.547900  -0.717500
C  -3.297100  -0.865000  -0.198900
N  -2.258200  -0.034600  -0.248000
H  0.958800  3.483900  -0.268100
H  1.246600  2.071800  -1.316400
H  3.021500  2.806900  0.396000
H  2.030300  2.012400  1.614400
H  4.838600  1.411500  0.989000
H  5.987600  -0.757600  0.642200
H  4.702900  -2.645300  -0.362000
H  2.320500  -2.270300  -0.935500
H  -0.300800  3.221400  1.689900
H  -1.699200  2.151200  1.537500
H  -0.416000  2.830700  4.099900
H  0.165700  1.332200  5.987700
H  0.815000  -1.018300  5.490700
H  0.820900  -1.771500  3.118300
H  -1.608200  3.146300  -0.673200
H  -0.832800  2.072800  -1.831400
H  -3.703600  2.501600  -1.887700
H  -5.635100  0.934800  -1.818800
H  -5.357100  -1.244000  -0.639100
H  -3.117400  -1.822300  0.272900

Forces on the atoms, in the same order (eV/Å):
-0.1 0.3 0.1
0.2 0.0 0.0
-0.3 0.0 -0.1
0.2 0.1 0.1
0.0 -0.2 -0.1
-0.2 0.0 0.0
-0.1 0.1 0.0
0.3 -0.2 -0.2
-0.2 -0.1 0.0
-0.1 0.4 -0.1
-0.1 -0.1 -0.1
0.0 0.0 0.3
0.0 -0.1 -0.1
0.0 -0.1 -0.2
0.0 0.1 0.0
0.0 -0.1 0.3
-0.1 0.1 -0.2
0.1 0.0 -0.1
-0.2 0.0 -0.1
0.0 -0.1 0.1
0.2 0.0 0.1
0.0 0.0 0.0
-0.3 -0.2 0.0
0.3 0.0 -0.1
0.0 -0.1 -0.1
-0.1 0.1 0.0
0.0 -0.1 0.1
0.1 0.2 0.0
0.0 0.1 0.0
0.2 0.0 0.0
0.0 -0.1 0.0
0.0 0.0 0.0
-0.1 -0.1 0.0
0.1 0.1 -0.1
0.0 0.2 0.0
0.0 0.1 0.1
0.0 -0.1 0.0
0.0 0.0 0.0
0.0 -0.1 -0.1
0.1 0.0 0.1
0.0 0.1 0.0
-0.1 0.0 0.0
0.0 -0.1 0.0
0.0 0.0 0.0